Entry from the Open Molecules 2025 dataset: a structure of composition C28H38Cl5GeMoN2O6 in a non-equilibrium geometry (ωB97M-V/def2-TZVPD).

CARTESIAN COORDINATES (ANGSTROEM)
Mo 0.29292 -0.43023 -0.13895
C -3.09521 2.79095 -1.78912
C -3.74593 1.66375 -0.99109
C -4.86903 2.19809 -0.09508
C -4.33409 0.60188 -1.93277
O -2.75534 1.02471 -0.19720
Ge -1.94148 1.51865 1.34791
O -0.08820 1.63852 0.37724
C 0.77423 2.76329 0.56128
C 0.04594 3.84730 1.36705
C 1.15672 3.32839 -0.81542
C 2.02529 2.33627 1.34342
O -1.07317 -0.42094 1.55173
C -1.43472 -1.29374 2.63208
C -2.59654 -2.20893 2.22445
C -1.86956 -0.42279 3.81579
C -0.23510 -2.16317 3.00624
H -3.79163 3.21808 -2.50473
H -2.23157 2.39450 -2.32043
H -2.76295 3.57843 -1.11275
H -5.63178 2.69276 -0.68907
H -4.45792 2.91348 0.61954
H -5.32396 1.37630 0.45453
H -5.13805 1.03942 -2.51606
H -4.73701 -0.23015 -1.35866
H -3.57298 0.23497 -2.61716
H -0.89102 4.11946 0.87600
H 0.65795 4.74226 1.44729
H -0.15638 3.47795 2.37522
H 0.25705 3.52708 -1.39677
H 1.78682 2.63047 -1.36461
H 1.70422 4.26036 -0.69562
H 1.72168 1.73647 2.20420
H 2.55137 3.21594 1.70912
H 2.71090 1.75718 0.72059
H -3.44179 -1.62479 1.85804
H -2.93150 -2.77815 3.08923
H -2.27668 -2.92283 1.46758
H -2.83924 0.03551 3.61025
H -1.14191 0.37034 3.98181
H -1.95504 -1.00926 4.72554
H 0.13755 -2.66695 2.11231
H -0.53464 -2.91670 3.72815
H 0.55840 -1.56216 3.44253
N -1.66545 -1.38811 -0.88139
C -1.63995 -2.75959 -1.40258
C -0.53476 -2.95817 -2.42983
C 0.85577 -3.00967 -1.75146
O 1.73119 -3.70416 -2.20653
O 0.95219 -2.29151 -0.68942
H -2.32554 -1.32764 -0.10441
H -2.02799 -0.75720 -1.60135
H -2.60129 -3.01289 -1.87085
H -1.47932 -3.44607 -0.56460
H -0.53205 -2.14189 -3.15620
H -0.66749 -3.89472 -2.96864
Cl 3.03134 2.68016 -6.30085
C 2.16178 1.84705 -5.10593
C 2.83514 1.34283 -3.96338
Cl 4.52244 1.53342 -3.82194
C 2.09916 0.71160 -2.97750
Cl 2.79054 0.05822 -1.54502
C 0.68399 0.57168 -3.04398
O 0.03454 0.07985 -2.06166
C 0.05390 1.01196 -4.24957
Cl -1.61619 0.72837 -4.43462
C 0.77292 1.64998 -5.25081
Cl -0.01717 2.20202 -6.66554
N 1.67528 -0.72975 1.18239
C 2.62518 -1.20582 1.67809
C 3.68243 -1.88348 2.25869
C 3.60302 -3.29251 2.31521
C 4.62854 -4.01161 2.88876
C 5.74704 -3.35655 3.39312
C 5.83575 -1.97018 3.32920
C 4.81451 -1.22786 2.77693
H 2.73776 -3.79110 1.90798
H 4.56693 -5.08968 2.93037
H 6.55085 -3.92695 3.83190
H 6.71166 -1.46951 3.71011
H 4.87676 -0.15249 2.73170

Frontier orbital gap (spin up / spin down): 5.1 / 4.7 eV
Total charge: +2
HOMO level (spin up / spin down): -13.94 / -13.73 eV
ΔE to the lowest compared entry with this formula, charge and spin: 0.000 eV
Electronic energy: -6096.28928 a.u.
Expectation value of S²: 0.810
LUMO energy (spin up / spin down): -8.86 / -9.01 eV
Multiplicity: 2